Formula: C8H21KNO3
Source: the Open Molecules 2025 dataset
Level of theory: the ωB97M-V functional and the def2-TZVPD basis

Last column: Mulliken charge in e.
Positions of all 34 atoms, in Å:
K (-0.034, 0.954, -1.402)  0.88
C (-3.347, -0.682, -0.613)  -0.95
O (-2.050, -0.483, 0.011)  -0.21
C (-1.430, -1.709, 0.359)  -0.64
C (-0.532, -2.222, -0.795)  -0.85
N (0.516, -1.248, -1.116)  -0.10
C (1.715, -1.497, -0.286)  -0.81
C (2.810, -0.534, -0.660)  -0.72
O (2.223, 0.713, -0.504)  -0.14
C (3.052, 1.752, -0.957)  -0.90
H (-3.579, 0.218, -1.183)  0.30
H (-4.230, -0.887, -0.008)  0.32
H (-3.348, -1.336, -1.484)  0.35
H (-2.181, -2.447, 0.639)  0.42
H (-0.817, -1.698, 1.260)  0.46
H (-1.134, -2.350, -1.695)  0.44
H (-0.069, -3.195, -0.631)  0.37
H (0.772, -1.466, -2.068)  0.25
H (2.179, -2.481, -0.353)  0.42
H (1.454, -1.263, 0.746)  0.35
H (3.107, -0.760, -1.684)  0.45
H (3.629, -0.775, 0.017)  0.38
H (2.670, 2.637, -0.448)  0.22
H (3.026, 1.768, -2.046)  0.35
H (4.105, 1.585, -0.732)  0.36
C (-1.727, 1.534, 2.314)  -0.69
C (-0.325, 2.119, 1.715)  -0.65
O (-0.321, 1.861, 0.348)  -0.31
H (-2.539, 2.030, 1.782)  0.25
H (-1.772, 1.846, 3.357)  0.43
H (-1.611, 0.462, 2.158)  0.02
H (0.552, 1.667, 2.179)  0.26
H (-0.181, 3.193, 1.831)  0.42
H (-0.579, 2.695, -0.052)  0.31

Computed properties:
Gap between HOMO and LUMO ... 10.1 eV
Total energy ... -32585.88411 eV
Multiplicity ... 1
Net charge ... +1